Record 1
# C38H38F3N4OSTa

A structure of composition C38H38F3N4OSTa at a distorted geometry (the ωB97M-V functional and the def2-TZVPD basis, the Open Molecules 2025 dataset).

XYZ file:
```
86
Properties=species:S:1:pos:R:3
Ta -0.32 -1.15 0.20
C 2.58 0.34 -1.20
C 1.76 1.30 -0.29
C 0.43 1.65 -0.81
N -0.60 0.62 -0.81
C -1.77 0.85 -1.41
C -2.06 2.07 -1.99
C -3.08 2.36 -2.87
C -4.05 1.62 -3.47
C -4.30 0.27 -3.27
C -3.71 -0.59 -2.37
C -2.66 -0.38 -1.44
N -2.28 -1.30 -0.52
C -3.05 -2.53 -0.38
C -3.21 -2.94 1.11
C -1.96 -3.53 1.79
N -0.81 -2.65 1.50
C -0.06 -1.94 2.54
C -0.84 -1.43 3.57
C -0.03 -0.53 4.43
C 1.11 -1.11 5.16
C 2.17 -1.69 4.61
C 2.37 -1.68 3.18
C 1.41 -1.76 2.27
N 1.53 -1.62 0.91
C 2.81 -1.87 0.11
C 3.48 -0.62 -0.41
H 3.16 0.95 -1.94
H 1.91 -0.32 -1.80
H 2.27 2.23 -0.09
H 1.79 0.82 0.68
H 0.62 1.89 -1.92
H 0.03 2.57 -0.38
H -1.42 2.89 -1.73
H -3.11 3.41 -3.18
H -4.62 2.10 -4.33
H -5.11 -0.14 -3.96
H -3.96 -1.62 -2.51
H -2.76 -3.43 -0.97
H -4.08 -2.40 -0.70
H -4.00 -3.64 1.12
H -3.59 -2.01 1.61
H -1.75 -4.47 1.18
H -2.03 -3.86 2.79
H -1.86 -1.81 3.79
H -0.69 0.11 4.98
H 0.90 -1.27 6.25
H 2.81 -2.21 5.40
H 3.34 -1.52 2.77
H 2.54 -2.50 -0.74
H 3.50 -2.52 0.68
H 4.20 -1.01 -1.18
H 4.07 -0.17 0.34
F 2.88 6.18 2.58
C 2.31 5.73 3.63
F 3.25 5.79 4.62
F 1.27 6.56 4.01
C 1.75 4.36 3.48
C 0.77 4.06 2.50
C 0.31 2.85 2.43
C 0.72 1.79 3.33
C 1.56 2.08 4.37
C 2.03 3.39 4.43
C 0.15 0.46 3.23
C -0.53 -0.19 2.24
H 0.48 4.75 1.74
H -0.38 2.70 1.54
H 2.02 1.34 5.08
H 2.70 3.68 5.20
C 1.74 -3.12 -3.32
S 0.07 -2.74 -2.80
O 0.36 -2.24 -1.34
C -0.25 -1.35 -3.89
C 0.73 -0.37 -4.07
C 0.48 0.64 -5.01
C -0.84 0.71 -5.52
C -1.84 -0.23 -5.23
C -1.56 -1.33 -4.43
H 2.39 -2.25 -3.30
H 1.67 -3.54 -4.29
H 2.18 -3.90 -2.71
H 1.66 -0.41 -3.58
H 1.14 1.42 -5.31
H -1.18 1.61 -6.06
H -2.83 -0.10 -5.66
H -2.24 -2.15 -4.19
```

Values from the calculation:
ΔE to the lowest compared entry with this formula, charge and spin in kJ/mol: 330.45
Highest occupied orbital energy (spin up / spin down) in eV: -13.01 / -13.01
LUMO energy (spin up / spin down) in eV: -6.58 / -6.58
Charge: +2
Orbital gap (spin up / spin down) in Eh: 0.2363 / 0.2362

Record 2
# C5H13NO2

A cluster of 3 separate species, C5H13NO2 in total at a distorted geometry (the ωB97M-V functional and the def2-TZVPD basis, the Open Molecules 2025 dataset).

XYZ file:
```
21
Properties=species:S:1:pos:R:3
C -1.36 -0.66 0.09
C -0.29 -1.53 -0.28
C 0.38 -1.48 -1.52
C 1.40 -2.29 -1.84
N -1.60 0.51 -0.68
C -2.01 1.48 0.35
O -1.10 1.57 1.32
H -2.27 -1.27 0.17
H -1.12 -0.27 1.13
H -0.11 -2.40 0.35
H 0.47 1.25 0.91
H 0.06 -0.74 -2.24
H 1.85 -2.22 -2.80
H 1.77 -3.03 -1.13
H -0.71 0.83 -1.07
H -2.98 1.10 0.70
H -2.22 2.43 -0.18
H 3.18 2.89 2.92
H 3.90 2.69 2.81
H 1.37 0.11 0.37
O 1.40 1.03 0.60
```

Values from the calculation:
ΔE to the lowest compared entry with this formula, charge and spin in kJ/mol: 650.00
Highest occupied orbital energy in eV: -8.06
LUMO energy in eV: -2.84
Orbital gap in Eh: 0.1918

Record 3
# C24H20Br2N2OSTe4Zn

A structure of composition C24H20Br2N2OSTe4Zn (the ωB97M-V functional and the def2-TZVPD basis, the Open Molecules 2025 dataset).

XYZ file:
```
55
Properties=species:S:1:pos:R:3
Zn -1.37 -1.78 0.78
Br -7.70 -4.45 0.89
C -5.95 -3.76 0.93
C -4.87 -4.62 1.03
C -3.60 -4.05 1.04
N -3.41 -2.74 0.95
C -4.45 -1.93 0.88
C -5.76 -2.39 0.86
C -4.10 -0.47 0.86
C -5.07 0.52 0.92
C -4.66 1.85 0.97
Br -5.95 3.21 1.07
C -3.32 2.15 0.97
C -2.42 1.10 0.89
N -2.80 -0.17 0.82
H -5.00 -5.68 1.11
H -2.71 -4.66 1.11
H -6.60 -1.72 0.78
H -6.12 0.28 0.93
H -2.97 3.17 1.03
H -1.36 1.27 0.89
Te -0.60 -2.52 3.24
Te 1.98 -2.92 2.60
Te 2.04 -3.64 -0.07
Te -0.53 -3.53 -0.87
O 0.35 -0.38 0.48
S 1.21 0.83 0.75
C 2.89 0.25 0.52
C 3.90 1.33 0.78
C 4.89 1.61 -0.16
C 5.85 2.58 0.09
C 5.83 3.29 1.28
C 4.85 3.02 2.23
C 3.89 2.05 1.98
C 1.08 1.89 -0.74
C 1.34 1.16 -2.02
C 0.50 0.14 -2.46
C 0.82 -0.60 -3.59
C 1.97 -0.30 -4.31
C 2.79 0.74 -3.91
C 2.48 1.46 -2.76
H 2.96 -0.18 -0.48
H 2.97 -0.57 1.25
H 4.91 1.05 -1.09
H 6.62 2.78 -0.65
H 6.57 4.05 1.48
H 4.83 3.56 3.17
H 3.14 1.83 2.72
H 1.79 2.69 -0.57
H 0.07 2.30 -0.69
H -0.39 -0.10 -1.90
H 0.18 -1.41 -3.90
H 2.22 -0.87 -5.19
H 3.68 0.99 -4.47
H 3.12 2.28 -2.45
```

Values from the calculation:
ΔE to the lowest compared entry with this formula, charge and spin in kJ/mol: 30.99
Highest occupied orbital energy in eV: -5.95
LUMO energy in eV: -1.10
Orbital gap in Eh: 0.1781

Record 4
# C35H43N2O7V

A structure of composition C35H43N2O7V at a distorted geometry (the ωB97M-V functional and the def2-TZVPD basis, the Open Molecules 2025 dataset).

XYZ file:
```
88
Properties=species:S:1:pos:R:3
V -15.14 -8.03 -10.27
C -17.69 -14.53 -9.81
C -18.03 -13.82 -11.15
C -17.78 -14.77 -12.36
C -19.50 -13.40 -11.13
C -17.12 -12.58 -11.28
C -17.12 -11.59 -10.30
C -16.25 -10.49 -10.44
N -16.14 -9.45 -9.58
C -16.25 -9.56 -8.20
C -17.11 -8.87 -7.44
C -17.01 -8.93 -5.97
C -15.87 -9.55 -5.35
C -15.00 -10.32 -6.07
C -15.13 -10.35 -7.56
O -14.40 -11.04 -8.23
C -13.83 -11.07 -5.46
C -12.48 -10.48 -6.07
C -13.74 -10.85 -3.95
C -13.93 -12.59 -5.66
C -18.16 -8.42 -5.17
C -19.26 -9.45 -5.54
C -17.89 -8.45 -3.67
C -18.50 -6.91 -5.43
C -15.58 -10.34 -11.71
O -14.89 -9.25 -11.79
C -15.57 -11.29 -12.71
C -16.29 -12.42 -12.43
C -14.77 -11.18 -13.96
C -15.38 -10.02 -14.79
C -14.81 -12.53 -14.79
C -13.32 -10.82 -13.70
H -17.97 -15.58 -9.88
H -18.24 -14.14 -8.95
H -16.60 -14.53 -9.52
H -18.45 -15.63 -12.33
H -16.71 -15.18 -12.28
H -17.88 -14.21 -13.29
H -20.12 -14.28 -11.02
H -19.70 -12.94 -12.11
H -19.76 -12.71 -10.30
H -17.82 -11.67 -9.47
H -17.88 -8.20 -7.82
H -15.78 -9.49 -4.29
H -12.50 -9.40 -5.92
H -12.48 -10.74 -7.15
H -11.65 -10.91 -5.55
H -13.54 -9.85 -3.61
H -12.94 -11.47 -3.51
H -14.63 -11.24 -3.46
H -13.99 -12.85 -6.71
H -14.81 -12.97 -5.14
H -13.05 -13.11 -5.28
H -18.84 -10.45 -5.44
H -19.73 -9.31 -6.51
H -20.05 -9.34 -4.80
H -17.65 -9.47 -3.33
H -18.78 -8.05 -3.19
H -17.06 -7.78 -3.40
H -18.60 -6.63 -6.47
H -17.70 -6.27 -5.03
H -19.42 -6.64 -4.89
H -16.21 -13.20 -13.14
H -16.40 -10.26 -15.16
H -14.77 -9.81 -15.69
H -15.44 -9.11 -14.22
H -15.82 -12.83 -15.03
H -14.27 -13.32 -14.24
H -14.30 -12.30 -15.75
H -13.20 -9.84 -13.26
H -12.77 -10.77 -14.67
H -12.85 -11.60 -13.11
O -14.71 -2.35 -8.11
C -14.88 -3.60 -8.50
C -16.08 -3.97 -9.16
C -16.13 -5.28 -9.52
N -15.12 -6.14 -9.32
C -14.02 -5.80 -8.63
C -13.83 -4.49 -8.17
C -13.11 -7.05 -8.49
O -12.12 -7.17 -7.86
O -13.68 -8.03 -9.24
C -17.01 -5.84 -10.54
O -17.92 -5.34 -11.10
O -16.54 -7.07 -10.92
H -15.48 -1.78 -8.20
H -16.89 -3.30 -9.40
H -12.95 -4.10 -7.65
```

Values from the calculation:
ΔE to the lowest compared entry with this formula, charge and spin in kJ/mol: 148.42
Highest occupied orbital energy (spin up / spin down) in eV: -13.67 / -13.91
LUMO energy (spin up / spin down) in eV: -9.08 / -9.05
Charge: +2
Orbital gap (spin up / spin down) in Eh: 0.1684 / 0.1784